Entry 1:
Below is C2H4F3OPSi as an isolated structure, with properties calculated with ωB97M-V with the def2-TZVPD basis set.

The geometry in ORCA input format:
```
! RIJCOSX wB97M-V def2-TZVPD def2/J DEFGRID3
* xyz 0 1
C 1.2344 1.4149 -0.0038
Si -2.8524 -0.0987 0.1779
H -1.4306 -1.1844 1.8069
H 2.0971 1.0115 -0.5108
C -1.4599 -1.3039 0.7710
F -2.8593 0.1068 -1.3969
F -2.5568 1.4061 0.7010
H 0.8591 2.3758 0.2456
H -1.3159 -2.2702 0.4219
F -4.3110 -0.5350 0.5429
P 0.4041 -0.0949 -0.0907
O 1.2012 -1.1829 -0.6019
*
```

## Properties
Kohn-Sham gap ... 7.855 eV

Entry 2:
Below is C2H4F3P in the gas phase, with properties calculated with ωB97M-V with the def2-TZVPD basis set.

The geometry in ORCA input format:
```
! RIJCOSX wB97M-V def2-TZVPD def2/J DEFGRID3
* xyz 0 3
H -1.3798 0.3766 1.4296
F 1.3801 -2.1270 1.8080
F 1.4559 -0.1868 2.4275
H 0.6360 0.6228 0.2973
C 0.1767 -0.1582 -0.3310
P -0.9937 -0.9356 0.8306
H -0.4528 0.1092 -1.2496
C 0.5727 -1.1652 2.2559
F 0.1669 -1.4805 3.5009
H 1.0712 -0.6844 -0.5349
*
```

## Properties
Relative energy (zero: lowest compared OMol25 entry of this formula, charge and spin) ... 0.0 kcal/mol
Expectation value of S² ... 2.006
Kohn-Sham gap (alpha / beta) ... 6.308 / 7.411 eV

Entry 3:
Below is C2H4FIO in the gas phase, with properties calculated with ωB97M-V with the def2-TZVPD basis set.

The geometry in ORCA input format:
```
! RIJCOSX wB97M-V def2-TZVPD def2/J DEFGRID3
* xyz 0 1
O 0.5637 0.4833 -0.1276
H 1.8072 -0.3582 1.3834
H 0.9646 -1.4685 0.0618
C -0.6474 0.4821 -0.7556
F -1.6376 0.7671 0.2255
C 0.7733 -0.5962 0.8072
H -1.0589 -0.6020 -1.0459
I -0.8758 2.0723 -2.1522
H 0.1108 -0.7799 1.6034
*
```

## Properties
Relative energy (zero: lowest compared OMol25 entry of this formula, charge and spin) ... 19.7 kcal/mol
SMILES ... CO[C@@H](F)I
Kohn-Sham gap ... 10.190 eV

Entry 4:
Below is C2H4FN in the gas phase, with properties calculated with ωB97M-V with the def2-TZVPD basis set.

The geometry in ORCA input format:
```
! RIJCOSX wB97M-V def2-TZVPD def2/J DEFGRID3
* xyz 0 1
C -0.7988 0.0534 0.0759
N -0.2999 -0.1654 1.4515
F -0.4158 1.0932 2.1083
H 1.2680 0.8419 0.1942
H -1.3575 -0.7686 -0.4168
H -1.0169 1.0987 -0.3633
C 0.7053 -0.1047 0.2081
H 1.3317 -1.0124 0.1746
*
```

## Properties
Relative energy (zero: lowest compared OMol25 entry of this formula, charge and spin) ... 74.1 kcal/mol
SMILES ... FN1CC1
Kohn-Sham gap ... 11.404 eV